# 1
Entry from the Open Molecules 2025 dataset: a cluster of 13 separate species, C28H87N5O13 in total at a distorted geometry (ωB97M-V/def2-TZVPD).

The value obtained for the energy above the lowest of the compared OMol25 structures with the same formula, charge and spin is 106.1 kcal per mole. The electronic energy comes out at -64508.082 eV. The orbital gap is 8.610 eV.

Last column: Löwdin charge in e.
Cartesian coordinates (Å):
C1 1.830 0.112 -1.143  -0.041
C2 0.671 -0.599 -0.402  -0.379
C3 -0.224 0.483 0.201  -0.160
O1 0.509 1.190 1.188  -0.251
C4 -0.206 1.520 2.366  -0.067
N1 -0.097 -1.387 -1.359  0.058
H1 1.460 0.825 -1.885  0.091
H2 2.421 -0.591 -1.732  0.062
H3 2.447 0.620 -0.400  0.046
H4 1.016 -1.218 0.427  0.126
H5 -1.066 -0.102 0.591  0.122
H6 -0.605 1.167 -0.563  0.126
H7 -0.968 2.289 2.218  0.072
H8 0.576 2.025 2.940  0.073
H9 -0.623 0.726 2.985  0.094
H10 0.469 -2.154 -1.711  0.050
H11 -0.398 -0.855 -2.169  0.062
C5 -1.321 -5.144 -0.613  -0.072
C6 -2.320 -4.135 -0.037  -0.451
C7 -1.877 -3.649 1.327  -0.213
O2 -2.902 -2.819 1.830  -0.173
C8 -2.489 -1.914 2.819  -0.100
N2 -2.571 -3.082 -1.002  0.047
H12 -1.525 -5.525 -1.609  0.070
H13 -1.116 -5.949 0.099  0.071
H14 -0.342 -4.645 -0.688  0.062
H15 -3.235 -4.716 0.136  0.136
H16 -0.940 -3.083 1.236  0.119
H17 -1.691 -4.519 1.970  0.126
H18 -2.276 -2.437 3.761  0.092
H19 -3.252 -1.173 3.046  0.066
H20 -1.567 -1.400 2.527  0.067
H21 -3.193 -2.415 -0.540  0.047
H22 -1.745 -2.481 -1.124  0.022
C9 1.430 -4.501 -4.840  -0.062
C10 2.090 -4.430 -3.482  -0.404
C11 3.488 -5.057 -3.374  -0.214
O3 3.747 -5.166 -2.004  -0.238
C12 4.599 -6.259 -1.647  -0.064
N3 2.179 -3.024 -3.027  0.073
H23 2.043 -4.030 -5.619  0.088
H24 0.419 -4.104 -4.876  0.065
H25 1.430 -5.544 -5.176  0.081
H26 1.484 -5.014 -2.779  0.131
H27 4.241 -4.483 -3.934  0.140
H28 3.455 -6.036 -3.879  0.127
H29 4.918 -6.051 -0.626  0.081
H30 5.478 -6.302 -2.292  0.094
H31 3.995 -7.167 -1.654  0.094
H32 2.194 -2.469 -3.879  0.064
H33 3.095 -2.847 -2.626  0.021
C13 -6.097 3.360 1.571  -0.052
C14 -5.909 4.920 1.391  -0.354
C15 -4.511 5.075 0.779  -0.205
O4 -3.587 4.653 1.776  -0.197
C16 -2.267 4.930 1.415  -0.120
N4 -6.957 5.317 0.416  0.013
H34 -5.891 3.010 2.585  0.063
H35 -5.401 2.882 0.881  0.030
H36 -7.066 2.907 1.356  0.079
H37 -6.052 5.501 2.295  0.135
H38 -4.306 6.134 0.561  0.122
H39 -4.393 4.644 -0.221  0.129
H40 -2.094 5.994 1.198  0.094
H41 -1.898 4.359 0.554  0.093
H42 -1.600 4.722 2.254  0.068
H43 -6.936 4.712 -0.396  0.066
H44 -7.852 5.136 0.855  0.064
C17 3.881 -3.406 1.336  -0.035
C18 3.699 -2.335 0.250  -0.379
C19 3.901 -0.913 0.766  -0.232
O5 2.931 -0.645 1.737  -0.175
C20 2.943 0.609 2.384  -0.084
N5 4.635 -2.613 -0.872  0.059
H45 4.821 -3.205 1.847  0.084
H46 3.734 -4.415 0.951  0.065
H47 3.033 -3.371 2.030  0.080
H48 2.672 -2.309 -0.120  0.114
H49 3.882 -0.153 -0.023  0.078
H50 4.925 -0.771 1.152  0.136
H51 2.532 0.467 3.379  0.107
H52 2.368 1.324 1.782  0.048
H53 3.962 1.014 2.387  0.084
H54 5.566 -2.597 -0.476  0.097
H55 4.328 -3.499 -1.264  0.041
C21 -4.309 0.865 0.010  -0.162
O6 -3.907 -0.130 -0.919  -0.140
H56 -3.417 1.416 0.343  0.067
H57 -4.885 1.648 -0.500  0.065
H58 -4.819 0.440 0.867  0.082
H59 -3.397 0.338 -1.608  0.024
C22 -2.105 2.454 -3.395  -0.116
O7 -2.472 1.210 -2.804  -0.159
H60 -1.173 2.837 -2.970  0.070
H61 -1.930 2.328 -4.465  0.084
H62 -2.899 3.179 -3.212  0.078
H63 -2.363 0.533 -3.496  0.047
C23 -0.406 4.142 5.010  -0.173
O8 -0.413 3.302 6.138  -0.107
H64 -0.446 5.220 5.205  0.082
H65 0.476 3.939 4.402  0.066
H66 -1.288 3.888 4.403  0.061
H67 -1.287 3.295 6.532  0.075
C24 -3.952 1.337 4.169  -0.134
O9 -3.616 1.933 2.911  -0.164
H68 -4.513 2.046 4.779  0.080
H69 -4.539 0.446 3.954  0.071
H70 -3.024 1.056 4.676  0.073
H71 -3.665 2.892 2.973  0.038
C25 1.905 4.346 -0.040  -0.114
O10 2.414 3.119 0.479  -0.157
H72 2.684 5.047 -0.323  0.084
H73 1.238 4.188 -0.892  0.075
H74 1.298 4.792 0.756  0.076
H75 1.630 2.609 0.750  0.045
C26 5.233 0.190 -2.866  -0.139
O11 4.829 -1.093 -3.382  -0.180
H76 6.320 0.216 -2.950  0.075
H77 4.760 0.986 -3.440  0.074
H78 4.851 0.281 -1.850  0.052
H79 4.720 -1.663 -2.593  0.001
C27 -0.623 -1.315 -5.163  -0.108
O12 -1.617 -0.964 -4.189  -0.144
H80 0.285 -1.614 -4.625  0.054
H81 -0.864 -2.108 -5.867  0.085
H82 -0.345 -0.370 -5.631  0.087
H83 -2.169 -1.749 -4.069  0.103
C28 3.924 3.636 3.221  -0.149
O13 4.609 2.915 2.211  -0.168
H84 4.602 3.712 4.064  0.084
H85 3.491 4.549 2.810  0.076
H86 3.059 3.065 3.589  0.061
H87 3.980 2.693 1.504  0.030

=====

# 2
Entry from the Open Molecules 2025 dataset: a structure of composition C29H16F5O5PZn (ωB97M-V/def2-TZVPD).

The value obtained for the energy above the lowest of the compared OMol25 structures with the same formula, charge and spin is 1.9 kcal per mole. The electronic energy comes out at -111866.131 eV. The orbital gap is 6.008 eV. As for the charge: -2.

Last column: Löwdin charge in e.
Cartesian coordinates (Å):
Zn1 -1.764 -0.657 0.829  0.691
C1 4.135 2.163 2.060  -0.113
C2 4.102 2.127 0.673  -0.099
C3 3.021 1.563 0.011  -0.105
C4 1.951 1.033 0.725  -0.353
C5 1.997 1.065 2.118  -0.090
C6 3.077 1.627 2.781  -0.089
P1 0.467 0.244 -0.001  1.080
C7 0.483 0.434 -1.826  -0.315
C8 0.830 1.612 -2.479  -0.098
C9 0.730 1.716 -3.860  -0.088
C10 0.260 0.650 -4.611  -0.111
C11 -0.104 -0.527 -3.968  -0.092
C12 0.014 -0.634 -2.593  -0.079
C13 1.224 -1.507 -0.001  -0.282
C14 2.504 -1.716 -0.450  -0.096
C15 3.100 -2.992 -0.444  -0.096
C16 2.402 -4.066 0.028  -0.067
C17 1.078 -3.908 0.497  -0.185
C18 0.345 -5.021 0.978  -0.078
C19 -0.939 -4.863 1.406  -0.113
C20 -1.548 -3.588 1.365  -0.138
C21 -0.894 -2.465 0.916  -0.159
C22 0.462 -2.621 0.478  -0.206
H1 4.978 2.609 2.574  0.087
H2 4.921 2.545 0.100  0.092
H3 3.015 1.545 -1.071  0.094
H4 1.163 0.669 2.683  0.110
H5 3.086 1.657 3.864  0.095
H6 1.158 2.458 -1.897  0.077
H7 1.003 2.646 -4.345  0.096
H8 0.162 0.738 -5.686  0.088
H9 -0.495 -1.361 -4.539  0.095
H10 -0.274 -1.558 -2.104  0.107
H11 3.085 -0.880 -0.818  0.091
H12 4.113 -3.114 -0.811  0.090
H13 2.850 -5.055 0.046  0.097
H14 0.826 -5.995 0.993  0.094
H15 -1.497 -5.718 1.775  0.087
H16 -2.576 -3.505 1.707  0.084
O1 -7.308 1.607 1.457  0.075
C23 -6.179 1.181 1.327  -0.282
C24 -5.563 0.671 0.042  -0.309
O2 -6.120 0.602 -1.042  0.054
C25 -4.206 0.269 0.399  -0.308
C26 -3.970 0.464 1.783  -0.306
O3 -2.857 0.132 2.323  -0.079
C27 -5.156 1.021 2.431  -0.308
O4 -5.326 1.290 3.609  0.055
O5 -3.307 -0.243 -0.357  -0.086
F1 -0.400 2.675 1.651  -0.041
C28 -0.393 2.645 0.243  -0.367
F2 -1.740 2.496 -0.097  -0.022
C29 -0.080 4.091 -0.114  -0.590
F3 -0.220 4.318 -1.441  0.100
F4 1.204 4.395 0.189  0.104
F5 -0.831 5.038 0.496  0.109

=====

# 3
Entry from the Open Molecules 2025 dataset: a structure of composition C29H18ClGaN5OS2 (ωB97M-V/def2-TZVPD).

The value obtained for the energy above the lowest of the compared OMol25 structures with the same formula, charge and spin is 5.5 kcal per mole. The electronic energy comes out at -126430.411 eV. The orbital gap is 6.985 eV. As for the charge: +1.

Last column: Löwdin charge in e.
Cartesian coordinates (Å):
Ga1 -0.167 -0.241 -0.118  0.264
Cl1 5.030 3.834 -2.716  0.689
C1 3.614 3.143 -1.996  -0.667
C2 2.358 3.729 -2.246  -0.062
C3 1.219 3.216 -1.687  0.024
C4 1.263 2.064 -0.873  -0.310
O1 0.152 1.606 -0.364  -0.056
C5 2.537 1.484 -0.625  -0.145
C6 2.683 0.424 0.312  -0.016
N1 1.698 -0.312 0.717  0.056
C7 1.791 -1.198 1.816  -0.188
C8 2.917 -1.771 2.334  0.014
C9 2.835 -2.583 3.491  -0.039
C10 1.642 -2.805 4.114  -0.006
C11 0.455 -2.237 3.587  -0.131
C12 -0.824 -2.400 4.168  0.032
C13 -1.915 -1.818 3.590  -0.008
C14 -1.748 -1.090 2.400  -0.083
N2 -0.574 -0.916 1.838  0.068
C15 0.536 -1.458 2.428  -0.136
C16 3.707 2.059 -1.179  -0.062
H1 2.304 4.600 -2.886  0.117
H2 0.254 3.670 -1.867  0.131
H3 3.675 0.266 0.739  0.144
H4 3.883 -1.605 1.875  0.119
H5 3.741 -3.022 3.886  0.118
H6 1.588 -3.413 5.008  0.125
H7 -0.925 -2.986 5.074  0.132
H8 -2.903 -1.919 4.017  0.121
H9 -2.601 -0.652 1.896  0.099
H10 4.676 1.628 -0.956  0.120
S1 -2.424 -0.328 -0.811  0.755
C17 -1.580 -0.332 -2.327  -1.034
N3 -0.275 -0.314 -2.280  -0.027
C18 0.304 -0.295 -3.545  -0.277
C19 1.667 -0.235 -3.832  -0.013
C20 2.057 -0.230 -5.156  -0.064
C21 1.112 -0.277 -6.188  -0.069
C22 -0.241 -0.324 -5.912  -0.071
C23 -0.635 -0.331 -4.578  -0.447
S2 -2.246 -0.361 -3.914  1.102
H11 2.391 -0.168 -3.029  0.104
H12 3.109 -0.178 -5.403  0.110
H13 1.444 -0.267 -7.218  0.112
H14 -0.969 -0.348 -6.712  0.116
N4 0.802 -7.142 -3.073  0.197
C24 0.687 -6.133 -2.537  -0.150
C25 0.541 -4.867 -1.860  -0.191
C26 1.626 -4.009 -1.731  0.027
C27 1.435 -2.807 -1.079  -0.086
N5 0.257 -2.432 -0.574  0.036
C28 -0.780 -3.270 -0.694  -0.095
C29 -0.685 -4.494 -1.326  0.030
H15 2.594 -4.270 -2.133  0.133
H16 2.255 -2.110 -0.969  0.116
H17 -1.719 -2.934 -0.277  0.089
H18 -1.548 -5.140 -1.403  0.134